# 1
{
  "formula": "C17H28B2N2O4",
  "method": "the ωB97M-V functional and the def2-TZVPD basis",
  "species": ["C", "B", "O", "C", "C", "O", "N", "C", "C", "C", "C", "C", "C", "B", "N", "O", "C", "C", "O", "C", "C", "C", "C", "C", "C", "H", "H", "H", "H", "H", "H", "H", "H", "H", "H", "H", "H", "H", "H", "H", "H", "H", "H", "H", "H", "H", "H", "H", "H", "H", "H", "H", "H"],
  "xyz": [[2.57, 2.57, -2.40], [1.96, 2.70, -0.91], [1.47, 3.94, -0.51], [1.95, 1.36, -0.01], [2.28, 1.44, 1.53], [2.91, 2.29, 2.09], [1.64, 0.29, 2.13], [0.91, -0.51, 1.10], [-0.44, -1.23, 1.57], [-0.60, -1.41, 3.13], [-1.55, -0.37, 3.84], [-0.82, 0.99, 4.23], [-2.90, -0.10, 3.10], [1.81, -1.73, 0.53], [3.12, -2.02, 1.18], [1.46, -2.53, -0.58], [0.54, 0.65, 0.08], [0.07, 0.11, -1.31], [-0.97, 0.94, -1.91], [-1.56, 0.11, -2.89], [-0.83, -0.04, -4.14], [-1.39, -0.92, -5.16], [-2.63, -1.59, -4.85], [-3.37, -1.44, -3.61], [-2.81, -0.55, -2.58], [2.61, 3.57, -2.92], [3.61, 2.15, -2.40], [1.96, 1.90, -3.06], [1.70, 4.56, -1.22], [2.81, 0.77, -0.44], [2.21, -0.23, 2.79], [-0.41, -2.26, 1.13], [-1.29, -0.70, 1.06], [-0.98, -2.44, 3.34], [0.40, -1.34, 3.65], [-1.82, -0.83, 4.83], [-1.46, 1.44, 5.04], [-0.69, 1.67, 3.36], [0.13, 0.70, 4.73], [-2.72, 0.42, 2.12], [-3.53, 0.63, 3.69], [-3.51, -1.01, 2.88], [3.68, -1.16, 1.19], [3.63, -2.62, 0.51], [1.85, -3.41, -0.42], [-0.24, 1.33, 0.54], [0.96, -0.01, -1.99], [-0.41, -0.89, -1.13], [0.12, 0.52, -4.27], [-0.81, -1.05, -6.10], [-3.05, -2.29, -5.60], [-4.31, -1.97, -3.37], [-3.30, -0.40, -1.59]],
  "mulliken_charge": [-0.76, 0.70, -0.62, 0.21, -0.14, -0.65, 0.10, 0.41, -0.98, -0.95, 0.45, -1.26, -1.31, 0.86, -0.68, -0.69, -0.52, -1.02, -0.43, 0.47, -0.09, -0.66, -0.34, -0.50, -0.26, 0.33, 0.27, 0.06, 0.31, 0.00, 0.41, 0.49, 0.21, 0.41, 0.27, 0.35, 0.48, 0.16, 0.29, 0.24, 0.39, 0.32, 0.27, 0.25, 0.29, 0.28, 0.33, 0.55, 0.26, 0.37, 0.31, 0.35, 0.41],
  "gap_ev": 9.15,
  "fmax_ev_per_a": 3.0,
  "homo_ev": -9.0,
  "total_charge": 0
}

---

# 2
{
  "formula": "C17H28BF4N3O20",
  "method": "the ωB97M-V functional and the def2-TZVPD basis",
  "species": ["B", "H", "H", "H", "H", "C", "C", "O", "O", "H", "H", "H", "C", "C", "O", "C", "O", "O", "F", "H", "H", "H", "C", "C", "O", "C", "O", "O", "F", "H", "H", "H", "C", "C", "O", "C", "O", "O", "F", "H", "H", "H", "C", "C", "O", "C", "O", "O", "F", "H", "H", "H", "C", "N", "O", "O", "H", "H", "H", "C", "N", "O", "O", "H", "H", "H", "C", "N", "O", "O", "H", "H", "H"],
  "xyz": [[-20.48, 13.18, 17.17], [-20.60, 12.38, 16.46], [-19.61, 13.76, 16.91], [-21.40, 13.73, 17.16], [-20.25, 12.71, 18.12], [-20.33, 11.49, 12.17], [-19.66, 11.11, 13.49], [-18.68, 11.75, 13.87], [-20.27, 10.37, 14.32], [-20.73, 12.48, 12.42], [-21.17, 10.90, 11.80], [-19.65, 11.46, 11.31], [-23.11, 11.80, 14.33], [-24.29, 11.87, 15.25], [-25.30, 12.23, 14.41], [-24.83, 12.63, 13.21], [-25.55, 12.98, 12.25], [-23.57, 12.42, 13.12], [-24.06, 12.76, 16.27], [-22.90, 10.75, 14.11], [-22.22, 12.31, 14.69], [-24.57, 10.89, 15.63], [-22.51, 13.57, 9.26], [-21.27, 14.03, 8.54], [-21.18, 13.16, 7.36], [-22.37, 12.70, 7.13], [-22.75, 12.04, 6.12], [-23.24, 13.02, 8.20], [-20.23, 13.84, 9.35], [-22.97, 14.32, 9.90], [-22.14, 12.81, 9.95], [-21.28, 15.02, 8.08], [-16.46, 6.53, 12.48], [-17.91, 6.76, 11.99], [-18.36, 7.81, 12.79], [-17.70, 7.77, 13.91], [-18.04, 8.51, 14.85], [-16.69, 6.97, 13.78], [-18.71, 5.72, 12.21], [-15.63, 7.12, 12.11], [-16.29, 5.46, 12.36], [-18.00, 6.93, 10.92], [-20.51, 7.87, 8.44], [-21.03, 9.36, 8.52], [-19.79, 10.05, 8.62], [-18.85, 9.19, 9.12], [-17.67, 9.43, 9.39], [-19.31, 7.95, 9.20], [-21.74, 9.58, 9.55], [-20.28, 7.66, 7.40], [-21.24, 7.13, 8.75], [-21.61, 9.67, 7.65], [-21.61, 7.51, 12.92], [-22.88, 8.08, 13.53], [-22.97, 8.23, 14.73], [-23.73, 8.38, 12.68], [-22.02, 6.66, 12.38], [-21.01, 7.32, 13.81], [-21.22, 8.25, 12.22], [-18.78, 15.23, 13.19], [-19.48, 15.76, 11.99], [-18.84, 16.49, 11.26], [-20.69, 15.54, 11.84], [-19.37, 14.44, 13.68], [-18.58, 16.09, 13.83], [-17.83, 14.82, 12.88], [-15.89, 11.29, 12.63], [-15.45, 10.59, 13.91], [-15.76, 11.09, 15.01], [-14.76, 9.60, 13.84], [-15.16, 11.06, 11.85], [-15.97, 12.36, 12.84], [-16.83, 10.92, 12.21]],
  "lowdin_spin": [0.09, 0.05, 0.01, 0.01, 0.01, 0.02, 0.03, 0.12, 0.64, 0.00, 0.00, 0.00, 0.00, 0.00, 0.00, 0.00, 0.00, 0.00, 0.00, 0.00, 0.00, 0.00, 0.00, 0.00, 0.00, 0.00, 0.00, 0.00, 0.00, 0.00, 0.00, 0.00, 0.00, 0.00, 0.00, 0.00, 0.00, 0.00, 0.00, 0.00, 0.00, 0.00, 0.00, 0.00, 0.00, 0.00, 0.00, 0.00, 0.00, 0.00, 0.00, 0.00, 0.00, 0.00, 0.00, 0.00, 0.00, 0.00, 0.00, 0.00, 0.00, 0.00, 0.00, 0.00, 0.00, 0.00, 0.00, 0.00, 0.00, 0.00, 0.00, 0.00, 0.00],
  "multiplicity": 2,
  "gap_ev": [7.02, 4.26],
  "fmax_ev_per_a": 6.3,
  "s_squared": 0.757,
  "homo_ev": [-5.4, -4.9],
  "total_charge": -1
}

---

# 3
{
  "formula": "C17H28BN3",
  "method": "the ωB97M-V functional and the def2-TZVPD basis",
  "species": ["C", "C", "B", "C", "C", "C", "H", "H", "H", "H", "H", "H", "H", "C", "C", "C", "C", "N", "H", "H", "H", "H", "H", "H", "H", "C", "C", "C", "C", "N", "H", "H", "H", "H", "H", "H", "H", "C", "C", "C", "C", "N", "H", "H", "H", "H", "H", "H", "H"],
  "xyz": [[-2.63, 1.96, 1.02], [-2.10, 1.33, 0.13], [-1.45, 0.50, -0.98], [-0.47, -0.66, -0.58], [-1.72, 0.87, -2.46], [-0.74, 0.70, -3.36], [-3.08, 2.45, 1.85], [-0.73, -1.56, -1.15], [-0.48, -0.89, 0.48], [0.56, -0.43, -0.86], [-2.64, 1.34, -2.80], [0.17, 0.17, -3.13], [-0.82, 1.12, -4.36], [0.19, -5.47, 0.37], [1.01, -6.15, -0.72], [2.10, -5.24, -1.30], [1.54, -4.04, -1.91], [1.08, -3.09, -2.37], [-0.34, -4.60, -0.02], [-0.55, -6.15, 0.78], [0.83, -5.14, 1.19], [0.36, -6.48, -1.53], [1.50, -7.04, -0.32], [2.69, -5.76, -2.06], [2.79, -4.92, -0.51], [1.52, 3.73, -2.30], [2.27, 2.96, -3.38], [3.42, 3.77, -3.99], [2.95, 5.00, -4.63], [2.58, 5.97, -5.12], [1.06, 4.63, -2.70], [0.73, 3.11, -1.87], [2.19, 4.02, -1.49], [1.57, 2.67, -4.17], [2.68, 2.04, -2.97], [3.95, 3.18, -4.75], [4.14, 4.04, -3.22], [-3.49, 1.44, 5.16], [-1.99, 1.74, 5.16], [-1.13, 0.49, 5.31], [-1.40, -0.21, 6.57], [-1.62, -0.73, 7.57], [-3.81, 1.01, 6.10], [-4.06, 2.36, 5.00], [-3.74, 0.75, 4.36], [-1.76, 2.44, 5.96], [-1.71, 2.23, 4.22], [-0.07, 0.74, 5.28], [-1.33, -0.21, 4.49]],
  "mulliken_charge": [0.28, -0.63, -0.10, -1.01, -0.01, -0.83, 0.46, 0.34, 0.30, 0.32, 0.34, 0.24, 0.28, -1.04, -0.40, -0.48, 0.28, -0.41, 0.27, 0.32, 0.30, 0.29, 0.30, 0.30, 0.27, -0.92, -0.23, -0.50, 0.22, -0.42, 0.35, 0.09, 0.32, 0.21, 0.28, 0.30, 0.31, -1.20, -0.35, -0.36, 0.22, -0.41, 0.44, 0.31, 0.29, 0.31, 0.25, 0.29, 0.22],
  "gap_ev": 10.01,
  "fmax_ev_per_a": 0.4,
  "e_above_lowest_kj_mol": 0.0,
  "homo_ev": -10.1,
  "total_charge": 0
}

---

# 4
{
  "formula": "C17H28BrN4O2SbSe4Tc",
  "method": "the ωB97M-V functional and the def2-TZVPD basis",
  "species": ["Tc", "C", "C", "N", "C", "C", "N", "C", "C", "C", "N", "C", "C", "N", "C", "H", "H", "H", "H", "H", "H", "H", "H", "H", "H", "H", "H", "H", "H", "H", "H", "H", "H", "H", "H", "H", "H", "H", "H", "Se", "Sb", "Se", "Se", "Se", "Br", "C", "C", "C", "C", "C", "C", "C", "O", "O", "H", "H", "H", "H"],
  "xyz": [[-0.30, -0.30, -0.39], [2.01, -2.43, -0.11], [1.15, -3.00, -1.24], [-0.17, -2.31, -1.30], [-0.89, -2.34, -2.61], [-2.20, -1.68, -2.30], [-1.80, -0.26, -1.96], [-1.63, 0.65, -3.12], [-1.82, 2.13, -2.77], [-1.39, 2.45, -1.35], [-0.16, 1.73, -0.96], [0.96, 2.04, -1.87], [2.15, 1.26, -1.31], [1.65, -0.13, -1.16], [2.58, -1.01, -0.36], [1.43, -2.36, 0.82], [2.83, -3.10, 0.04], [1.61, -2.88, -2.19], [1.03, -4.07, -1.24], [-0.75, -2.75, -0.61], [-0.23, -1.83, -3.35], [-0.91, -3.37, -3.10], [-2.93, -1.70, -3.12], [-2.61, -2.06, -1.37], [-2.62, 0.04, -1.42], [-0.65, 0.52, -3.58], [-2.34, 0.37, -3.91], [-1.17, 2.69, -3.41], [-2.81, 2.54, -2.85], [-1.20, 3.50, -1.17], [-2.17, 2.13, -0.62], [0.14, 2.14, -0.06], [0.78, 1.70, -2.90], [1.14, 3.16, -1.88], [3.07, 1.23, -1.89], [2.51, 1.57, -0.28], [1.66, -0.47, -2.08], [3.51, -1.21, -0.89], [2.74, -0.50, 0.59], [-4.57, 0.05, -0.75], [-6.33, -0.88, 0.50], [-2.36, -0.29, 1.15], [-2.88, -2.57, 1.34], [-5.08, -2.36, 2.24], [-1.49, 1.21, 5.07], [0.33, 1.18, 4.78], [1.16, 1.63, 5.77], [2.55, 1.56, 5.61], [3.12, 1.18, 4.43], [2.30, 0.79, 3.39], [0.89, 0.73, 3.59], [0.08, 0.30, 2.48], [-1.08, -0.23, 2.66], [0.48, 0.45, 1.25], [0.73, 1.93, 6.71], [3.17, 1.82, 6.46], [4.19, 1.17, 4.13], [2.61, 0.26, 2.49]],
  "mulliken_charge": [0.27, -0.37, -1.24, -0.05, -0.57, -0.70, 0.82, -0.84, -0.92, -0.72, 0.17, -0.50, -1.12, 0.22, -0.33, -0.02, 0.71, 0.50, 0.57, 0.28, 0.35, 0.46, 0.43, 0.25, -0.72, 0.36, 0.46, 0.38, 0.42, 0.51, 0.29, 0.50, 0.37, 0.38, 0.54, 0.28, 0.38, 0.61, -0.16, -0.08, 0.67, 0.52, 0.09, -0.15, -0.09, 0.06, -0.52, -0.61, -0.69, -0.17, 0.35, 0.78, -0.48, -0.44, 0.47, 0.43, 0.40, 0.22],
  "gap_ev": [6.01, 6.01],
  "fmax_ev_per_a": 2.9,
  "homo_ev": [-16.4, -16.4],
  "total_charge": 3
}